Record 1
Formula: C41H41NOP2Tc
Source: the Open Molecules 2025 dataset
Level of theory: ωB97M-V with the def2-TZVPD basis set

The value obtained for the relative energy (zero: lowest compared OMol25 entry of this formula, charge and spin) is 1.269 eV. As for the expectation value of S²: 3.8599. Its multiplicity is 4. The total energy is -2478.9755 hartree. Its HOMO-LUMO gap (spin up / spin down) is 4.995 / 5.850 eV. The LUMO energy (spin up / spin down) is -14.41 / -13.55 eV. Its charge is +4.

Structure (XYZ):
```
87
Properties=species:S:1:pos:R:3:forces:R:3:lowdin_spin:R:1
Tc 0.35671 0.90907 0.50165 -0.4 0.3 0.0 2.88
C -3.06443 4.40127 1.07528 0.1 0.0 0.0 0.00
C -1.70909 3.81896 1.25590 -0.1 0.0 0.0 0.01
C -1.45375 2.89368 2.30671 -0.1 -0.1 -0.2 -0.02
C -0.18740 2.41220 2.54251 0.4 -0.1 0.0 0.02
C 0.89983 2.79987 1.70142 0.0 0.1 0.3 -0.01
C 0.63748 3.73625 0.66379 0.0 -0.2 -0.1 -0.02
C -0.64544 4.20451 0.43345 0.0 0.0 -0.1 0.05
H -3.36778 4.37143 0.02694 0.0 0.0 0.0 0.00
H -3.02681 5.46133 1.35094 0.0 0.0 0.0 0.00
H -3.81448 3.91641 1.69448 0.0 0.0 0.0 0.00
H -2.27206 2.60413 2.95479 0.0 0.0 0.0 0.00
H -0.01025 1.75088 3.38437 0.0 0.1 0.1 0.00
H 1.91381 2.65897 2.05642 0.1 0.1 0.0 0.01
H 1.45622 4.09133 0.05283 0.0 0.1 0.0 0.00
H -0.81895 4.92135 -0.35997 0.0 0.0 0.0 0.00
N 2.40793 -0.13390 -1.58302 0.1 -0.1 -0.1 -0.01
P 2.62804 1.19000 -0.55994 -0.3 0.0 0.1 -0.04
C 4.07331 1.00468 0.43008 0.2 0.0 0.0 -0.01
C 5.29994 0.98190 -0.25541 0.0 0.0 0.1 0.00
C 6.47012 0.80888 0.46370 0.0 0.0 -0.1 0.00
C 6.42912 0.66619 1.84560 0.0 0.0 0.1 0.00
C 5.21568 0.67505 2.52447 0.0 0.0 -0.1 0.00
C 4.03627 0.84071 1.81763 0.0 -0.1 0.0 0.00
C 2.63045 2.65478 -1.54919 0.2 0.0 -0.1 0.00
C 1.57131 2.86287 -2.44664 0.0 0.0 -0.1 0.01
C 1.52332 4.02088 -3.19753 0.1 0.0 0.0 0.00
C 2.53363 4.97557 -3.06073 -0.1 0.0 0.0 -0.01
C 3.57647 4.77849 -2.16670 0.0 0.0 0.0 0.00
C 3.62767 3.62435 -1.39636 0.0 0.0 0.0 -0.01
P 1.10555 -0.94868 -0.96089 -0.2 0.1 0.4 -0.03
C 1.48179 -2.33286 0.06596 0.1 -0.3 -0.2 -0.01
C 1.63168 -3.58816 -0.54372 0.0 0.0 0.1 0.00
C 2.06196 -4.66505 0.21656 0.0 0.0 0.0 0.00
C 2.33038 -4.50030 1.56896 0.0 0.0 0.0 0.00
C 2.18210 -3.25564 2.17925 0.0 0.0 0.0 0.00
C 1.76455 -2.17357 1.42710 0.1 0.1 0.1 0.01
C -0.06318 -1.32341 -2.21342 -0.1 0.0 -0.2 0.01
C 0.03606 -0.71330 -3.47614 0.0 0.0 0.0 0.00
C -0.87200 -1.04110 -4.46677 0.0 0.0 0.0 0.00
C -1.88379 -1.95759 -4.20307 0.0 0.0 0.0 0.00
C -1.99549 -2.55631 -2.94943 0.0 0.0 0.0 0.00
C -1.09274 -2.24665 -1.95204 0.1 0.0 0.0 0.00
H 3.14437 -0.56147 -2.14022 0.0 0.1 -0.1 0.00
H 5.35176 1.11496 -1.33042 0.0 0.0 0.0 0.00
H 7.42051 0.79501 -0.05290 0.0 0.0 0.0 0.00
H 7.35152 0.54072 2.39739 0.0 0.0 0.0 0.00
H 5.19410 0.54567 3.59792 0.0 0.0 0.0 0.00
H 3.09522 0.80709 2.35296 -0.1 0.1 0.0 0.00
H 0.79468 2.11668 -2.58251 0.0 -0.1 0.0 0.00
H 0.71919 4.18481 -3.90192 0.0 0.0 0.0 0.00
H 2.50426 5.87548 -3.66123 0.0 0.0 0.0 0.00
H 4.35692 5.52174 -2.07306 0.0 0.0 0.0 0.00
H 4.43796 3.48172 -0.69425 0.0 0.0 0.0 0.00
H 1.41966 -3.72715 -1.59682 0.0 0.0 0.0 0.00
H 2.18812 -5.63378 -0.24800 0.0 0.0 0.0 0.00
H 2.66416 -5.34730 2.15433 0.0 0.0 0.0 0.00
H 2.40569 -3.13866 3.23090 0.0 0.0 0.0 0.00
H 1.68289 -1.20044 1.91220 0.0 0.0 -0.1 0.01
H 0.84201 -0.02552 -3.69421 0.0 0.0 0.0 0.00
H -0.78293 -0.60099 -5.45061 0.0 0.0 0.0 0.00
H -2.58061 -2.22194 -4.98817 0.0 0.0 0.0 0.00
H -2.77228 -3.28757 -2.77089 0.0 0.0 0.0 0.00
H -1.15563 -2.74542 -0.99288 0.0 0.0 0.0 0.00
C -6.97720 -3.10643 0.67060 0.1 0.0 0.0 0.00
C -5.57743 -2.65031 0.81342 -0.1 0.1 0.0 0.00
C -5.14849 -1.44284 0.20536 0.0 -0.1 0.0 0.00
C -3.87659 -0.97745 0.33685 0.1 0.0 0.1 0.00
C -3.49125 0.29720 -0.35197 0.0 0.0 0.0 0.00
C -2.93070 -1.76427 1.12372 -0.1 -0.3 0.1 0.01
C -1.62486 -1.43041 1.34673 0.3 0.6 -0.1 0.01
O -1.06143 -0.27886 0.98946 -0.3 -0.3 -0.2 0.11
C -3.37216 -3.02519 1.73694 0.0 0.2 -0.1 0.00
C -2.45406 -3.86139 2.57634 0.0 -0.1 0.0 0.00
C -4.66759 -3.41737 1.56455 0.0 0.0 0.0 0.00
H -7.56713 -2.47536 0.01281 0.0 0.0 0.0 0.00
H -7.44410 -3.12724 1.66205 0.0 0.0 0.0 0.00
H -6.99625 -4.13941 0.31154 0.0 0.0 0.0 0.00
H -5.87031 -0.88401 -0.37607 0.0 0.0 0.0 0.00
H -4.34411 0.69376 -0.89873 0.0 0.0 0.0 0.00
H -2.68190 0.12452 -1.06774 0.0 0.0 0.0 0.00
H -3.16388 1.05093 0.36582 0.0 0.0 0.0 0.00
H -0.94798 -2.08656 1.88718 -0.1 -0.1 0.0 0.00
H -2.18723 -3.34011 3.49832 0.0 0.0 0.0 0.00
H -1.53294 -4.12821 2.05412 0.0 0.0 0.0 0.00
H -2.94950 -4.78847 2.85247 0.0 0.0 0.0 0.00
H -5.01817 -4.33561 2.01887 0.0 0.0 0.0 0.00
```
Forces are in eV/Å.

Record 2
Formula: CH7NP2
Source: the Open Molecules 2025 dataset
Level of theory: ωB97M-V with the def2-TZVPD basis set

Its SMILES is CPNP. The value obtained for the relative energy (zero: lowest compared OMol25 entry of this formula, charge and spin) is 0.637 eV. The total energy is -779.7033 hartree. Its HOMO-LUMO gap is 8.957 eV. The LUMO energy is 0.75 eV. Its charge is 0.

Structure (XYZ):
```
11
Properties=species:S:1:pos:R:3:forces:R:3:lowdin_charge:R:1
C -0.98701 -1.00063 -0.52719 0.1 0.4 -0.9 -0.37
P -0.24486 0.73397 -0.56226 -0.5 -0.2 -0.8 0.69
N 1.13999 0.64635 0.42876 1.8 -1.0 1.7 -0.69
P 2.42659 -0.65756 0.19880 -0.7 2.7 -0.6 0.71
H -2.05754 -1.13855 -0.72273 0.0 0.6 0.5 0.03
H -0.67725 -1.40516 0.41064 -0.1 -0.7 0.6 0.00
H -0.56637 -1.56349 -1.36729 0.4 0.0 0.3 0.01
H -1.00381 1.31018 0.46610 -0.4 0.1 0.1 -0.08
H 0.99683 0.91382 1.41335 0.1 -0.4 -0.8 0.00
H 3.49940 0.13465 -0.49182 -0.7 -0.4 1.1 -0.11
H 1.88752 -0.65657 -1.06444 -0.2 -1.2 -1.1 -0.18
```
Forces are in eV/Å.